Entry from the Open Molecules 2025 dataset: the molecule C8H7N3O (ωB97M-V/def2-TZVPD).

Summary:
HOMO level in eV: -9.36
Gap between HOMO and LUMO in eV: 9.3
Energy above the lowest of the compared OMol25 structures with the same formula, charge and spin in kcal per mole: 131.6
Calculated total energy in Eh: -548.38825

The geometry in ORCA input format:
```
! RIJCOSX wB97M-V def2-TZVPD def2/J DEFGRID3
* xyz 0 1
C -3.98 0.52 0.19
C -2.70 -0.11 -0.02
N -2.52 -1.40 -0.23
O -1.10 -1.61 -0.28
C -0.62 -0.36 -0.11
C 0.78 -0.22 -0.04
C 1.44 1.00 -0.14
C 2.78 1.05 -0.21
C 3.49 -0.05 0.07
C 2.86 -1.36 0.26
N 1.60 -1.38 0.10
N -1.45 0.53 0.19
H -4.60 0.73 -0.72
H -3.96 1.34 0.49
H -4.53 0.05 0.90
H 1.00 1.86 -0.58
H 3.49 1.75 -0.19
H 4.59 -0.21 0.03
H 3.42 -2.10 0.28
*
```